1.
C5H12NO | ωB97M-V with the def2-TZVPD basis set

As for the relative energy (zero: lowest compared OMol25 entry of this formula, charge and spin): 141.25 kJ/mol. The LUMO energy (spin up / spin down) is -7.1 / -13.0 eV. Its spin multiplicity is 2. The expectation value of S² is 0.756. For the gap between HOMO and LUMO (spin up / spin down), the calculation gives 12.00 / 5.97 eV. Its total charge is +2.

Bonds (Å) are listed after each position.
Geometry (Å):
1 C -1.6130 1.4835 -1.2034  O2 1.354, C3 1.632, H8 1.082, H9 1.113
2 O -2.0251 2.3458 -0.2448  C1 1.354, H10 0.987
3 C -0.1727 0.8142 -0.8278  C1 1.632, C4 1.534, H11 1.079, H12 1.082
4 C -0.2812 0.0869 0.5180  C3 1.534, C5 1.519, H13 1.093, H14 1.094
5 C 0.8545 -0.9102 0.6672  C4 1.519, C6 1.323, N7 1.495
6 C 2.0792 -0.5521 1.0159  C5 1.323, H15 1.075, H16 1.077
7 N 0.5703 -2.3621 0.4515  C5 1.495, H17 1.027, H18 1.023, H19 1.023
8 H -2.4053 0.7707 -1.3878  C1 1.082
9 H -1.3521 2.0681 -2.1141  C1 1.113
10 H -1.4021 3.1051 -0.1448  O2 0.987
11 H 0.5383 1.6249 -0.8035  C3 1.079
12 H 0.0127 0.1271 -1.6425  C3 1.082
13 H -0.2559 0.7407 1.3938  C4 1.093
14 H -1.2587 -0.3828 0.6628  C4 1.094
15 H 2.2875 0.4867 1.1967  C6 1.075
16 H 2.8876 -1.2501 1.1518  C6 1.077
17 H 0.5511 -2.8349 1.3625  N7 1.027
18 H 1.3242 -2.8082 -0.0761  N7 1.023
19 H -0.3392 -2.5533 0.0246  N7 1.023

=====

2.
C5H12NO2 | ωB97M-V with the def2-TZVPD basis set

As for the relative energy (zero: lowest compared OMol25 entry of this formula, charge and spin): 152.01 kJ/mol. The LUMO energy (spin up / spin down) is 0.9 / -1.7 eV. Its spin multiplicity is 2. The expectation value of S² is 0.754. For the gap between HOMO and LUMO (spin up / spin down), the calculation gives 10.34 / 7.66 eV.

Bonds (Å) are listed after each position.
Geometry (Å):
1 C 1.4342 -1.4701 0.1181  C2 1.557, H9 1.104, H10 1.082, H11 1.097
2 C 0.1499 -0.5915 0.0787  C1 1.557, C3 1.550, N6 1.444, H12 1.088
3 C 0.1059 0.3015 1.3452  C2 1.550, C4 1.541, H13 1.082, H14 1.088
4 C -1.2955 0.8739 1.6315  C3 1.541, O5 1.434, H15 1.087, H16 1.094
5 O -1.3694 2.2954 1.8076  C4 1.434, H17 0.962
6 N -0.0754 0.2440 -1.0775  C2 1.444, C7 1.463, H18 1.016
7 C -0.1225 -0.2067 -2.4687  N6 1.463, O8 1.352, H19 1.105, H20 1.111
8 O 1.0663 -0.5464 -3.0150  C7 1.352
9 H 2.2764 -0.9004 0.5470  C1 1.104
10 H 1.4031 -2.3862 0.6931  C1 1.082
11 H 1.6720 -1.5806 -0.9476  C1 1.097
12 H -0.7027 -1.2663 0.1292  C2 1.088
13 H 0.3959 -0.2899 2.2041  C3 1.082
14 H 0.8229 1.1160 1.2690  C3 1.088
15 H -2.0689 0.6156 0.9121  C4 1.087
16 H -1.6900 0.4829 2.5737  C4 1.094
17 H -1.3916 2.6908 0.9311  O5 0.962
18 H 0.6330 0.9718 -1.0867  N6 1.016
19 H -0.8142 -1.0560 -2.6160  C7 1.105
20 H -0.4293 0.7024 -3.0289  C7 1.111

=====

3.
C5H12NO2 | ωB97M-V with the def2-TZVPD basis set

As for the relative energy (zero: lowest compared OMol25 entry of this formula, charge and spin): 288.29 kJ/mol. The LUMO energy is -5.0 eV. Its spin multiplicity is 1. For the gap between HOMO and LUMO, the calculation gives 8.85 eV. Its total charge is +1.

Bonds (Å) are listed after each position.
Geometry (Å):
1 O -0.5590 -0.2450 -1.7395  C2 1.237
2 C -1.4760 0.4802 -1.3359  O1 1.237, C3 1.535, H8 1.066
3 C -1.6423 0.5841 0.1865  C2 1.535, C4 1.496, H9 1.126, H10 1.114
4 C -0.4698 1.3819 0.6636  C3 1.496, C5 1.607, H11 1.106, H12 1.142
5 C 0.8412 1.5828 -0.2431  C4 1.607, N7 1.463, H13 1.126, H14 1.139
6 C 2.6905 0.1146 0.3384  N7 1.306, H15 1.189, H16 1.122
7 N 1.6603 0.3832 -0.4176  C5 1.463, C6 1.306, H17 1.032
8 H -2.0637 1.0422 -2.0255  C2 1.066
9 H -2.6628 1.0595 0.1885  C3 1.126
10 H -1.6389 -0.3965 0.7149  C3 1.114
11 H -0.8722 2.3333 1.0592  C4 1.106
12 H -0.2171 0.8221 1.6263  C4 1.142
13 H 0.5649 2.1050 -1.2011  C5 1.126
14 H 1.5256 2.3689 0.2158  C5 1.139
15 H 3.1743 -0.9408 0.0829  C6 1.189
16 H 3.1815 0.6647 1.1838  C6 1.122
17 H 1.2724 -0.1553 -1.2073  N7 1.032
18 H -0.6546 -4.2907 1.7267  O20 0.983
19 H -1.6954 -3.5459 2.1350  O20 0.931
20 O -0.8408 -3.3314 1.8354  H18 0.983, H19 0.931

=====

4.
C5H12NO2 | ωB97M-V with the def2-TZVPD basis set

As for the relative energy (zero: lowest compared OMol25 entry of this formula, charge and spin): 358.97 kJ/mol. The LUMO energy is -6.9 eV. Its spin multiplicity is 1. For the gap between HOMO and LUMO, the calculation gives 6.07 eV. Its total charge is +1.

Bonds (Å) are listed after each position.
Geometry (Å):
1 C -1.7407 0.6614 1.2191  O2 1.406, C3 1.459, H9 1.094, H10 1.096
2 O -1.7743 -0.5336 0.4794  C1 1.406, H11 0.963
3 C -0.6817 1.5436 0.7394  C1 1.459, C4 1.422, H12 1.094
4 C 0.1771 1.2601 -0.3581  C3 1.422, C5 1.600, H13 1.095, H14 1.089
5 C 1.6503 0.7905 0.0514  C4 1.600, C6 1.512, H15 1.095, H16 1.079
6 C 1.5396 -0.4540 0.9030  C5 1.512, O7 1.184, H17 1.116
7 O 2.1225 -1.4542 0.6532  C6 1.184
8 N 0.2162 -2.1798 -1.9213  H18 1.010, H19 1.013, H20 1.009
9 H -1.6050 0.3812 2.2681  C1 1.094
10 H -2.6740 1.2220 1.0972  C1 1.096
11 H -2.6905 -0.7834 0.3186  O2 0.963
12 H -0.7329 2.5826 1.0776  C3 1.094
13 H -0.2182 0.4082 -0.9208  C4 1.095
14 H 0.3517 2.1553 -0.9540  C4 1.089
15 H 2.1797 1.5751 0.6015  C5 1.095
16 H 2.1561 0.5940 -0.8809  C5 1.079
17 H 0.8358 -0.3513 1.7628  C6 1.116
18 H 1.1132 -2.4576 -1.5485  N8 1.010
19 H 0.3330 -2.1883 -2.9273  N8 1.013
20 H -0.5579 -2.7717 -1.6602  N8 1.009

=====

5.
C5H12NO2 | ωB97M-V with the def2-TZVPD basis set

As for the relative energy (zero: lowest compared OMol25 entry of this formula, charge and spin): 431.84 kJ/mol. The LUMO energy is -4.1 eV. Its spin multiplicity is 1. For the gap between HOMO and LUMO, the calculation gives 9.99 eV. Its total charge is +1.

Bonds (Å) are listed after each position.
Geometry (Å):
1 O 2.3828 -1.5186 0.2679  C2 1.226
2 C 1.2996 -1.2765 0.7878  O1 1.226, C3 1.537, H8 1.103
3 C 0.8123 0.1748 0.9205  C2 1.537, C4 1.534, N7 1.574, H9 1.055
4 C 0.0497 0.4934 -0.3713  C3 1.534, C5 1.477, H10 1.095, H11 1.276
5 C -1.3624 0.2392 -0.0215  C4 1.477, C6 1.332, H12 1.175
6 C -2.2970 1.1671 -0.2230  C5 1.332, H13 1.150, H14 1.117
7 N 1.9701 1.2409 0.9494  C3 1.574, H15 1.111, H16 0.962, H17 0.948
8 H 0.6841 -2.1861 0.6852  C2 1.103
9 H 0.1642 0.2187 1.7518  C3 1.055
10 H 0.6750 0.1089 -1.1835  C4 1.095
11 H -0.1539 1.6356 -0.9014  C4 1.276
12 H -1.7900 -0.7846 0.3661  C5 1.175
13 H -2.1651 2.2479 -0.5947  C6 1.150
14 H -3.3250 0.8357 0.0620  C6 1.117
15 H 2.7358 0.9424 1.6974  N7 1.111
16 H 1.6342 2.1365 1.0483  N7 0.962
17 H 2.3032 1.2266 0.0620  N7 0.948
18 H -1.9430 -2.3893 -1.5258  O20 0.915
19 H -0.5751 -1.8525 -2.0245  O20 1.000
20 O -1.0991 -2.6602 -1.7529  H18 0.915, H19 1.000

=====

6.
C5H12NO3 | ωB97M-V with the def2-TZVPD basis set

As for the relative energy (zero: lowest compared OMol25 entry of this formula, charge and spin): 281.01 kJ/mol. The LUMO energy is 3.7 eV. Its spin multiplicity is 1. For the gap between HOMO and LUMO, the calculation gives 7.02 eV. Its total charge is -1.

Bonds (Å) are listed after each position.
Geometry (Å):
1 C 1.4015 -1.6784 0.3603  N2 1.485, H9 1.079, H10 1.092, H11 1.098
2 N 0.0327 -1.9025 -0.1703  C1 1.485, C3 1.461, H12 1.014
3 C -0.7477 -0.6729 -0.2900  N2 1.461, C4 1.503, C7 1.549, H13 1.085
4 C -0.6816 0.1898 0.9393  C3 1.503, C5 1.488, H14 1.085, H15 1.095
5 C -1.8784 1.0239 1.2304  C4 1.488, O6 1.209, H16 1.115
6 O -3.0189 0.8214 0.8842  C5 1.209
7 C -0.3894 0.1473 -1.5542  C3 1.549, O8 1.363, H17 1.120, H18 1.115
8 O 0.8376 0.7401 -1.5359  C7 1.363
9 H 1.3226 -1.3431 1.3824  C1 1.079
10 H 1.9541 -1.0111 -0.3041  C1 1.092
11 H 1.9066 -2.6524 0.3888  C1 1.098
12 H 0.1588 -2.2200 -1.1248  N2 1.014
13 H -1.7801 -0.9433 -0.4873  C3 1.085
14 H -0.6783 -0.4418 1.8221  C4 1.085
15 H 0.2400 0.7795 0.8933  C4 1.095
16 H -1.7107 1.8853 1.9183  C5 1.115
17 H -1.2487 0.8335 -1.7678  C7 1.120
18 H -0.4477 -0.5755 -2.4015  C7 1.115
19 H 1.7058 1.6993 -0.5087  O21 1.009
20 H 1.1100 2.9197 0.1399  O21 0.956
21 O 1.9118 2.4014 0.1856  H19 1.009, H20 0.956

=====

7.
C5H12NO3 | ωB97M-V with the def2-TZVPD basis set

As for the relative energy (zero: lowest compared OMol25 entry of this formula, charge and spin): 400.77 kJ/mol. The LUMO energy is 3.8 eV. Its spin multiplicity is 1. For the gap between HOMO and LUMO, the calculation gives 7.52 eV. Its total charge is -1.

Bonds (Å) are listed after each position.
Geometry (Å):
1 C -1.2971 -1.7265 -0.7496  O2 1.463, C3 1.602, H9 1.174, H10 1.032
2 O -1.8365 -0.3679 -0.6851  C1 1.463, H18 1.013
3 C 0.2177 -1.6093 -1.2568  C1 1.602, C4 1.579, H11 1.090, H12 1.126
4 C 0.7989 -0.3399 -0.5197  C3 1.579, C5 1.605, H13 1.179, H14 1.159
5 C 1.2299 -0.5630 1.0097  C4 1.605, C6 1.661, H15 1.130, H16 1.042
6 C 1.0866 0.9991 1.5546  C5 1.661, N7 1.306, O8 1.287
7 N 0.0215 1.7359 1.3844  C6 1.306, H17 0.963
8 O 2.2494 1.1379 2.0879  C6 1.287
9 H -1.9409 -2.1180 -1.6494  C1 1.174
10 H -1.2991 -2.1045 0.2111  C1 1.032
11 H 0.3760 -1.4277 -2.3193  C3 1.090
12 H 0.6133 -2.5701 -0.8232  C3 1.126
13 H 1.7797 0.0487 -1.0452  C4 1.179
14 H 0.0669 0.5256 -0.7613  C4 1.159
15 H 2.3314 -0.8149 1.0035  C5 1.130
16 H 0.7192 -1.1868 1.6706  C5 1.042
17 H -0.2808 2.2494 2.1407  N7 0.963
18 H -1.5152 0.2086 0.0835  O2 1.013
19 H -1.8048 2.5981 -0.2359  O21 0.903
20 H -0.3557 2.5801 -0.2488  O21 1.019
21 O -1.1604 2.7452 -0.8517  H19 0.903, H20 1.019

=====

8.
C5H12NO3 | ωB97M-V with the def2-TZVPD basis set

As for the relative energy (zero: lowest compared OMol25 entry of this formula, charge and spin): 192.13 kJ/mol. The LUMO energy is -3.8 eV. Its spin multiplicity is 1. For the gap between HOMO and LUMO, the calculation gives 10.64 eV. Its total charge is +1.

Bonds (Å) are listed after each position.
Geometry (Å):
1 C 0.5085 1.1089 -1.0589  C2 1.528, C3 1.504, H10 1.091, H11 1.077
2 C -0.8110 1.6570 -0.5161  C1 1.528, C4 1.500, H12 1.055, H13 1.117
3 C 1.1951 0.1340 -0.1426  C1 1.504, N6 1.428, O7 1.501, H14 1.037
4 C -1.6017 0.4685 -0.0551  C2 1.500, O8 1.319, O9 1.314
5 C 0.6149 -1.9438 0.7536  N6 1.443, H15 1.077, H16 1.108, H17 1.088
6 N 0.1869 -0.5772 0.5755  C3 1.428, C5 1.443, H18 1.046
7 O 2.1224 0.8351 0.8076  C3 1.501, H19 0.973
8 O -2.0052 -0.4951 -0.8612  C4 1.319, H20 1.015
9 O -2.1524 0.6190 1.1283  C4 1.314, H21 0.968
10 H 0.1717 0.5290 -1.9189  C1 1.091
11 H 1.0649 1.9067 -1.5225  C1 1.077
12 H -0.6472 2.2653 0.3298  C2 1.055
13 H -1.3011 2.1647 -1.3817  C2 1.117
14 H 1.6443 -0.5032 -0.8266  C3 1.037
15 H 0.7736 -2.4286 -0.1955  C5 1.077
16 H 1.5013 -2.1880 1.3712  C5 1.108
17 H -0.1528 -2.5963 1.1656  C5 1.088
18 H 0.2024 -0.2460 1.5677  N6 1.046
19 H 2.6756 0.0433 0.9256  O7 0.973
20 H -1.4643 -0.5954 -1.7147  O8 1.015
21 H -2.5259 -0.1581 1.5687  O9 0.968

=====

9.
C5H12NO3P | ωB97M-V with the def2-TZVPD basis set

As for the relative energy (zero: lowest compared OMol25 entry of this formula, charge and spin): 292.63 kJ/mol. The LUMO energy is 0.7 eV. Its spin multiplicity is 1. For the gap between HOMO and LUMO, the calculation gives 9.84 eV.

Bonds (Å) are listed after each position.
Geometry (Å):
1 C -0.9725 1.3697 -1.1585  N6 1.348, O7 1.202, P10 1.863
2 C -0.9177 -1.9229 3.0649  C5 1.515, H11 1.041, H12 1.142, H13 1.083
3 C 1.7626 2.2536 -1.6096  P10 1.830, H14 1.120, H15 1.115, H16 1.148
4 C 1.1741 -0.5277 -1.7261  P10 1.852, H17 1.101, H18 1.074, H19 1.029
5 C -1.4841 -1.7587 1.6697  C2 1.515, O9 1.338
6 N -1.7468 0.9609 -0.1332  C1 1.348, H20 1.018, H21 1.031
7 O -1.2488 2.2013 -1.9806  C1 1.202
8 O 1.0413 0.8253 0.7732  P10 1.521
9 O -0.8908 -2.5386 0.7591  C5 1.338, H22 0.901
10 P 0.7958 0.9802 -0.7194  C1 1.863, C3 1.830, C4 1.852, O8 1.521
11 H -0.1152 -2.5061 3.3817  C2 1.041
12 H -0.7726 -0.8778 3.5014  C2 1.142
13 H -1.8016 -2.3279 3.5408  C2 1.083
14 H 2.7684 1.7641 -1.5664  C3 1.120
15 H 1.2202 2.5226 -2.5465  C3 1.115
16 H 1.7826 3.1992 -0.9597  C3 1.148
17 H 0.4382 -0.7680 -2.5090  C4 1.101
18 H 2.0604 -0.3234 -2.2971  C4 1.074
19 H 1.1146 -1.3516 -1.1118  C4 1.029
20 H -1.4320 0.2496 0.5240  N6 1.018
21 H -2.6021 1.5251 -0.0163  N6 1.031
22 H -0.1740 -2.9487 1.1195  O9 0.901

=====

10.
C5H12NOS | ωB97M-V with the def2-TZVPD basis set

As for the relative energy (zero: lowest compared OMol25 entry of this formula, charge and spin): 251.23 kJ/mol. The LUMO energy is 3.0 eV. Its spin multiplicity is 1. For the gap between HOMO and LUMO, the calculation gives 5.68 eV. Its total charge is -1. Its SMILES is CN[C@@H](C[O-])CCS.

Bonds (Å) are listed after each position.
Geometry (Å):
1 C -0.9217 -0.3531 2.1973  N2 1.457, H9 1.094, H10 1.093, H11 1.103
2 N -0.5592 0.5245 1.0924  C1 1.457, C3 1.466, H12 1.026
3 C -0.5313 -0.1911 -0.1866  N2 1.466, C4 1.620, C6 1.539, H13 1.095
4 C -2.0030 -0.1576 -0.8627  C3 1.620, O5 1.324, H14 1.126, H15 1.131
5 O -2.8749 0.5504 -0.1619  C4 1.324
6 C 0.5668 0.2996 -1.1474  C3 1.539, C7 1.515, H16 1.088, H17 1.100
7 C 1.9385 0.0989 -0.5360  C6 1.515, S8 1.903, H18 1.093, H19 1.084
8 S 3.2948 0.5417 -1.7951  C7 1.903, H20 1.329
9 H -1.9155 -0.8103 2.1850  C1 1.094
10 H -0.7895 0.1184 3.1747  C1 1.093
11 H -0.2738 -1.2442 2.1453  C1 1.103
12 H -1.3346 1.1876 0.9871  N2 1.026
13 H -0.1492 -1.1886 0.0529  C3 1.095
14 H -2.2053 -1.2635 -0.9284  C4 1.126
15 H -1.9345 0.1952 -1.9354  C4 1.131
16 H 0.4007 -0.2125 -2.0931  C6 1.088
17 H 0.6033 1.3967 -1.2256  C6 1.100
18 H 2.1896 -0.9264 -0.2507  C7 1.093
19 H 2.1396 0.7620 0.2979  C7 1.084
20 H 4.3591 0.6723 -1.0094  S8 1.329

=====

Please write out number 4 again, unchanged.
C5H12NO2 | ωB97M-V with the def2-TZVPD basis set

As for the relative energy (zero: lowest compared OMol25 entry of this formula, charge and spin): 358.97 kJ/mol. The LUMO energy is -6.9 eV. Its spin multiplicity is 1. For the gap between HOMO and LUMO, the calculation gives 6.07 eV. Its total charge is +1.

Bonds (Å) are listed after each position.
Geometry (Å):
1 C -1.7407 0.6614 1.2191  O2 1.406, C3 1.459, H9 1.094, H10 1.096
2 O -1.7743 -0.5336 0.4794  C1 1.406, H11 0.963
3 C -0.6817 1.5436 0.7394  C1 1.459, C4 1.422, H12 1.094
4 C 0.1771 1.2601 -0.3581  C3 1.422, C5 1.600, H13 1.095, H14 1.089
5 C 1.6503 0.7905 0.0514  C4 1.600, C6 1.512, H15 1.095, H16 1.079
6 C 1.5396 -0.4540 0.9030  C5 1.512, O7 1.184, H17 1.116
7 O 2.1225 -1.4542 0.6532  C6 1.184
8 N 0.2162 -2.1798 -1.9213  H18 1.010, H19 1.013, H20 1.009
9 H -1.6050 0.3812 2.2681  C1 1.094
10 H -2.6740 1.2220 1.0972  C1 1.096
11 H -2.6905 -0.7834 0.3186  O2 0.963
12 H -0.7329 2.5826 1.0776  C3 1.094
13 H -0.2182 0.4082 -0.9208  C4 1.095
14 H 0.3517 2.1553 -0.9540  C4 1.089
15 H 2.1797 1.5751 0.6015  C5 1.095
16 H 2.1561 0.5940 -0.8809  C5 1.079
17 H 0.8358 -0.3513 1.7628  C6 1.116
18 H 1.1132 -2.4576 -1.5485  N8 1.010
19 H 0.3330 -2.1883 -2.9273  N8 1.013
20 H -0.5579 -2.7717 -1.6602  N8 1.009

=====

Question: The lowest relative energy (zero: lowest compared OMol25 entry of this formula, charge and spin) belongs to which entry?
Answer: C5H12NO